1.
Computed, not measured: a single C3H6N2Si molecule at a distorted geometry, with ωB97M-V with the def2-TZVPD basis set.

Properties
* ΔE to the lowest compared entry with this formula, charge and spin: 10.16 kcal/mol
* frontier orbital gap: 9.4 eV
* lowest unoccupied orbital energy: 0.029 Ha

Geometry as ORCA input:
```
! RIJCOSX wB97M-V def2-TZVPD def2/J DEFGRID3
* xyz 0 1
C 1.71 -0.56 1.59
C 0.43 -0.58 1.13
C 1.58 1.11 0.22
N 2.34 0.55 1.09
N 0.19 0.35 0.23
Si -0.97 -0.04 -1.05
H 2.23 -1.06 2.32
H -0.32 -1.43 1.26
H 1.72 2.02 -0.27
H -1.85 -1.10 -0.16
H -0.34 -0.79 -2.14
H -1.64 1.25 -1.41
*
```

2.
Computed, not measured: 2 unconnected molecules or ions with the total composition C3H6N3 at a distorted geometry, with ωB97M-V with the def2-TZVPD basis set.

Properties
* ΔE to the lowest compared entry with this formula, charge and spin: 199.66 kcal/mol
* frontier orbital gap (alpha / beta): 8.1 / 7.3 eV
* lowest unoccupied orbital energy (alpha / beta): -0.203 / -0.213 Ha

Geometry as ORCA input:
```
! RIJCOSX wB97M-V def2-TZVPD def2/J DEFGRID3
* xyz 1 1
C -2.42 -0.54 -0.12
C -0.70 0.70 0.11
C 1.56 0.76 0.00
N 3.35 -0.87 0.04
N 2.72 0.17 -0.14
N 0.40 0.07 0.01
H -3.25 -0.06 -0.38
H -2.38 -1.26 0.55
H -0.99 1.68 0.10
H 1.36 1.87 0.00
H 4.14 -1.19 -0.41
H 0.27 -0.92 0.09
*
```

3.
Computed, not measured: 2 unconnected molecules or ions with the total composition C3H6N3O, with ωB97M-V with the def2-TZVPD basis set.

Properties
* ΔE to the lowest compared entry with this formula, charge and spin: 5.01 kcal/mol
* frontier orbital gap: 10.9 eV
* lowest unoccupied orbital energy: -0.146 Ha

Geometry as ORCA input:
```
! RIJCOSX wB97M-V def2-TZVPD def2/J DEFGRID3
* xyz 1 1
C -4.47 -0.16 0.17
C 2.33 -0.15 -0.03
C -0.03 0.36 -0.16
N -3.44 0.32 0.08
N 3.42 0.36 0.28
N 1.21 0.72 -0.03
O -0.98 1.19 -0.06
H -5.42 -0.61 0.24
H 2.07 -1.18 -0.30
H -0.23 -0.70 -0.35
H 4.25 -0.23 0.31
H 1.45 1.69 0.16
H -1.96 0.85 -0.07
*
```

4.
Computed, not measured: 2 unconnected molecules or ions with the total composition C3H6N3O at a distorted geometry, with ωB97M-V with the def2-TZVPD basis set.

Properties
* ΔE to the lowest compared entry with this formula, charge and spin: 106.86 kcal/mol
* frontier orbital gap (alpha / beta): 9.0 / 6.5 eV
* lowest unoccupied orbital energy (alpha / beta): -0.146 / -0.191 Ha

Geometry as ORCA input:
```
! RIJCOSX wB97M-V def2-TZVPD def2/J DEFGRID3
* xyz 1 1
C 1.69 -0.19 0.69
C -1.96 0.38 -2.28
C -0.49 0.29 0.64
N 0.81 0.74 1.05
N -0.33 -1.02 0.18
N 1.03 -1.24 0.20
O -1.60 1.18 -1.55
H 2.68 -0.06 0.81
H -1.91 -0.79 -2.42
H -1.25 0.45 1.56
H -0.81 0.80 -0.30
H 0.88 1.67 1.38
H 1.26 -2.20 0.04
*
```

5.
Computed, not measured: a gas-phase ion, C3H6N3O (charge +1) at a distorted geometry, with ωB97M-V with the def2-TZVPD basis set.

Properties
* ΔE to the lowest compared entry with this formula, charge and spin: 15.98 kcal/mol
* frontier orbital gap: 9.6 eV
* lowest unoccupied orbital energy: -0.185 Ha

Geometry as ORCA input:
```
! RIJCOSX wB97M-V def2-TZVPD def2/J DEFGRID3
* xyz 1 1
C 0.49 -0.69 1.67
C 0.26 0.49 0.79
C -0.08 -0.03 -0.64
N 0.26 1.65 1.19
N 0.53 -0.95 -1.26
N -1.21 0.52 -1.02
O 1.00 -1.68 1.22
H 0.20 -0.58 2.78
H 0.26 2.51 0.55
H 1.37 -1.41 -0.99
H 0.13 -1.38 -2.09
H -1.36 1.25 -0.42
H -1.85 0.30 -1.77
*
```

6.
Computed, not measured: 2 unconnected molecules or ions with the total composition C3H6N3O2 at a distorted geometry, with ωB97M-V with the def2-TZVPD basis set.

Properties
* ΔE to the lowest compared entry with this formula, charge and spin: 137.11 kcal/mol
* frontier orbital gap: 10.2 eV
* lowest unoccupied orbital energy: -0.144 Ha

Geometry as ORCA input:
```
! RIJCOSX wB97M-V def2-TZVPD def2/J DEFGRID3
* xyz 1 1
C -0.98 -0.90 1.14
C -0.26 1.52 -1.58
C 0.12 -0.95 0.45
N -0.38 2.67 -1.68
N 1.08 -1.06 -0.35
N -1.60 0.07 1.82
O 1.26 -0.93 -1.66
O 2.32 -1.35 0.24
H -1.37 -1.95 1.42
H 0.81 -0.16 -2.05
H -0.55 3.63 -1.74
H -1.03 0.86 2.16
H 2.93 -1.08 -0.44
H -2.35 -0.37 2.26
*
```

7.
Computed, not measured: a gas-phase ion, C3H6N3O2 (charge +1) at a distorted geometry, with ωB97M-V with the def2-TZVPD basis set.

Properties
* ΔE to the lowest compared entry with this formula, charge and spin: 129.33 kcal/mol
* frontier orbital gap (alpha / beta): 8.3 / 8.3 eV
* lowest unoccupied orbital energy (alpha / beta): -0.220 / -0.222 Ha

Geometry as ORCA input:
```
! RIJCOSX wB97M-V def2-TZVPD def2/J DEFGRID3
* xyz 1 1
C 1.91 1.07 -1.98
C 1.40 0.48 0.34
C -1.20 -0.21 0.53
N 1.55 0.09 -1.09
N -0.30 0.69 0.33
N 1.83 0.45 -3.21
O 1.56 1.18 -4.22
O 2.35 2.13 -1.61
H 1.95 1.50 0.17
H 1.83 -0.22 1.09
H -2.09 -0.12 -0.17
H -1.15 -1.13 1.10
H 1.19 -0.69 -1.61
H -0.17 1.59 -0.25
*
```

8.
Computed, not measured: a single C3H6N3O2P molecule at a distorted geometry, with ωB97M-V with the def2-TZVPD basis set.

Properties
* ΔE to the lowest compared entry with this formula, charge and spin: 17.88 kcal/mol
* frontier orbital gap (alpha / beta): 5.0 / 6.8 eV
* lowest unoccupied orbital energy (alpha / beta): 0.002 / -0.109 Ha

Geometry as ORCA input:
```
! RIJCOSX wB97M-V def2-TZVPD def2/J DEFGRID3
* xyz 0 3
C 0.42 1.84 0.59
C 0.96 1.03 -0.40
C -1.12 0.45 1.77
N -0.45 1.62 1.54
N -1.02 -0.44 0.56
N -0.33 -0.98 -1.89
O -1.88 0.14 2.65
O 1.64 -1.89 0.04
P 0.28 -0.50 -0.46
H 0.65 2.92 0.50
H 1.85 1.35 -1.11
H -1.54 -1.31 0.70
H -0.59 -1.95 -2.05
H -1.27 -0.60 -2.04
H 2.40 -1.68 -0.40
*
```

9.
Computed, not measured: a gas-phase ion, C3H6N3O3 (charge +1) at a distorted geometry, with ωB97M-V with the def2-TZVPD basis set.

Properties
* ΔE to the lowest compared entry with this formula, charge and spin: 17.28 kcal/mol
* frontier orbital gap (alpha / beta): 8.0 / 8.0 eV
* lowest unoccupied orbital energy (alpha / beta): -0.186 / -0.186 Ha

Geometry as ORCA input:
```
! RIJCOSX wB97M-V def2-TZVPD def2/J DEFGRID3
* xyz 1 1
C 1.03 -1.98 0.31
C 0.67 0.01 -1.06
C -0.28 -1.47 0.96
N 1.27 -1.23 -0.93
N 0.20 0.52 0.05
N -0.62 1.58 0.18
O 1.68 -2.90 0.58
O 0.75 0.64 -2.23
O -0.35 -1.55 2.26
H -1.33 -1.46 0.40
H 1.79 -1.58 -1.79
H -1.26 1.79 -0.46
H 0.80 1.65 -2.29
H -0.55 2.16 1.03
H 0.40 -2.02 2.76
*
```

10.
Computed, not measured: 2 unconnected molecules or ions with the total composition C3H6N3P at a distorted geometry, with ωB97M-V with the def2-TZVPD basis set.

Properties
* ΔE to the lowest compared entry with this formula, charge and spin: 95.71 kcal/mol
* frontier orbital gap: 8.2 eV
* lowest unoccupied orbital energy: 0.018 Ha

Geometry as ORCA input:
```
! RIJCOSX wB97M-V def2-TZVPD def2/J DEFGRID3
* xyz 0 1
C -0.10 -1.74 0.76
C -1.10 0.90 -1.57
C 0.13 0.85 0.62
N 0.93 -1.71 0.07
N -0.51 -0.03 -1.97
N 0.06 2.24 0.82
P -0.88 -0.25 1.40
H -0.54 -2.86 1.12
H -0.79 2.45 1.37
H 0.90 0.47 0.13
H 1.41 -2.57 -0.16
H -0.10 -0.60 -2.72
H 0.59 2.85 0.15
*
```

11.
Computed, not measured: a molecular structure, C3H6N3P at a distorted geometry, with ωB97M-V with the def2-TZVPD basis set.

Properties
* ΔE to the lowest compared entry with this formula, charge and spin: 18.90 kcal/mol
* frontier orbital gap: 9.9 eV
* lowest unoccupied orbital energy: 0.028 Ha

Geometry as ORCA input:
```
! RIJCOSX wB97M-V def2-TZVPD def2/J DEFGRID3
* xyz 0 1
C -1.32 0.31 -0.81
C -0.02 0.98 -1.12
C -0.11 -1.28 0.79
N -2.50 0.44 -1.37
N -2.53 -1.34 0.22
N -1.32 -0.69 0.11
P -3.56 -0.70 -0.88
H -0.15 1.96 -1.60
H 0.53 0.15 -1.71
H 0.58 1.18 -0.18
H 0.49 -0.61 1.24
H -0.59 -2.15 1.37
H 0.61 -1.70 -0.01
*
```

12.
Computed, not measured: 2 unconnected molecules or ions with the total composition C3H6N3S at a distorted geometry, with ωB97M-V with the def2-TZVPD basis set.

Properties
* ΔE to the lowest compared entry with this formula, charge and spin: 54.14 kcal/mol
* frontier orbital gap: 8.8 eV
* lowest unoccupied orbital energy: -0.156 Ha

Geometry as ORCA input:
```
! RIJCOSX wB97M-V def2-TZVPD def2/J DEFGRID3
* xyz 1 1
C 1.31 -3.08 0.32
C -0.52 0.67 0.84
C -0.22 1.01 -1.50
N 2.30 -3.50 -0.12
N -0.15 1.16 1.85
N -1.02 0.68 -0.33
S 0.28 -2.05 0.88
H -0.82 1.38 -2.35
H 0.25 0.18 -1.87
H 0.24 1.97 -1.23
H 0.03 1.12 2.78
H 2.69 -4.30 -0.65
H -2.02 0.55 -0.47
*
```